{"formula": "C3H12N3PS", "method": "ωB97M-V/def2-TZVPD", "total_energy_ha": -1025.2697, "relative_energy_kj_mol": 115.4, "e_lumo_ev": 0.878, "smiles": "NP(N)S.C=NCC", "species": ["N", "P", "N", "S", "H", "H", "H", "H", "H", "C", "N", "C", "C", "H", "H", "H", "H", "H", "H", "H"], "coordinates": [[2.64, -1.67, -0.26], [1.58, -0.44, 0.29], [1.36, 0.01, -1.35], [3.03, 0.97, 0.92], [3.37, -1.97, 0.41], [3.15, -1.41, -1.08], [0.81, -0.65, -1.86], [0.89, 0.92, -1.36], [2.64, 0.90, 2.20], [-1.84, 2.04, -0.75], [-1.32, 0.94, -0.36], [-1.75, 0.28, 0.86], [-1.71, -1.24, 0.36], [-2.64, 2.48, -0.29], [-1.48, 2.47, -1.56], [-2.77, 0.52, 1.24], [-0.83, 0.55, 1.58], [-0.77, -1.47, -0.04], [-1.82, -1.80, 1.32], [-2.55, -1.41, -0.26]]}